[1]
56
Properties=species:S:1:pos:R:3 method="wB97M-V/def2-TZVPD" charge=0 orbital_gap_ev=8.73 multiplicity=1 e_homo_ev=-8.04 e_lumo_ha=0.0256 smiles="CC(=O)Nc1ccc(CN2CCN(Cc3ccc(F)c(F)c3)[C@H](CCO)C2)cc1" relative_energy_kcal_mol=25.2
C 5.682 1.648 -2.205
C 4.365 1.848 -1.490
O 4.272 2.013 -0.294
N 3.298 1.809 -2.343
C 1.944 1.830 -1.991
C 1.024 1.198 -2.824
C -0.315 1.165 -2.487
C -0.773 1.772 -1.323
C -2.202 1.610 -0.871
N -2.410 0.435 -0.028
C -2.205 -0.817 -0.731
C -2.613 -1.975 0.186
N -1.927 -1.984 1.460
C -0.670 -2.703 1.521
C 0.448 -2.245 0.606
C 1.353 -1.262 0.993
C 2.355 -0.829 0.142
C 2.462 -1.396 -1.115
F 3.445 -1.007 -1.953
C 1.570 -2.380 -1.515
F 1.675 -2.931 -2.739
C 0.572 -2.806 -0.660
C -2.003 -0.690 2.117
C -3.426 -0.488 2.675
C -3.444 0.170 4.058
O -2.933 1.482 4.082
C -1.614 0.470 1.185
C 0.148 2.440 -0.523
C 1.491 2.472 -0.844
H 5.738 0.625 -2.572
H 5.771 2.331 -3.046
H 6.498 1.818 -1.508
H 3.487 1.498 -3.285
H 1.365 0.717 -3.731
H -1.013 0.662 -3.140
H -2.515 2.482 -0.289
H -2.868 1.510 -1.732
H -2.843 -0.824 -1.618
H -1.158 -0.938 -1.053
H -2.442 -2.929 -0.316
H -3.683 -1.883 0.392
H -0.899 -3.749 1.290
H -0.324 -2.657 2.558
H 1.286 -0.833 1.981
H 3.052 -0.060 0.436
H -0.100 -3.580 -0.996
H -1.296 -0.715 2.956
H -3.904 -1.463 2.769
H -3.999 0.120 1.975
H -2.898 -0.464 4.772
H -4.477 0.261 4.402
H -1.997 1.454 3.857
H -1.814 1.421 1.684
H -0.535 0.412 0.962
H -0.192 2.951 0.366
H 2.192 2.981 -0.204


[2]
59
Properties=species:S:1:pos:R:3 method="wB97M-V/def2-TZVPD" charge=+1 orbital_gap_ev=7.07 multiplicity=1 e_homo_ev=-11.04 e_lumo_ha=-0.1459
C 4.655 4.510 -0.804
C 4.676 3.255 -1.336
C 3.638 2.846 -2.404
N 2.416 2.184 -1.863
C 1.123 2.579 -2.006
N 0.699 3.662 -2.636
P -0.997 4.160 -2.874
C -0.890 6.031 -2.797
C -2.048 3.715 -1.410
N 0.323 1.670 -1.389
C 1.116 0.758 -0.843
N 2.390 1.062 -1.131
C 3.449 0.197 -0.624
F 4.052 0.807 0.473
C 4.475 -0.274 -1.674
C 5.404 -1.354 -1.007
H 5.538 5.158 -0.898
H 3.744 4.833 -0.269
H 5.385 2.478 -1.009
H 4.086 2.114 -3.102
H 3.373 3.725 -3.002
H 1.412 4.254 -3.049
H -0.272 6.262 -1.898
H -1.879 6.473 -2.610
H -0.348 6.456 -3.655
H -1.501 3.578 -0.461
H -2.527 2.748 -1.656
H -2.885 4.432 -1.309
H 0.808 -0.102 -0.249
H 2.969 -0.725 -0.211
H 5.100 0.588 -1.964
H 3.976 -0.715 -2.551
H 6.422 -0.968 -0.853
H 5.426 -2.280 -1.600
H 4.977 -1.614 -0.020
C -0.837 -4.899 1.343
C 0.095 -4.523 0.471
C 0.873 -3.280 0.668
O 1.724 -2.935 -0.133
C 0.579 -2.471 1.874
C -0.352 -2.845 2.747
C -1.133 -4.091 2.549
O -1.981 -4.432 3.345
H -1.418 -5.804 1.215
H 0.325 -5.101 -0.415
H 1.160 -1.565 2.002
H -0.582 -2.266 3.633
C -5.001 -3.512 2.945
C -5.766 -4.094 3.865
C -7.221 -3.818 3.942
O -7.919 -4.346 4.780
C -7.790 -2.869 2.953
C -7.023 -2.287 2.034
C -5.569 -2.564 1.959
O -4.867 -2.035 1.119
H -3.939 -3.700 2.875
H -5.367 -4.790 4.593
H -8.853 -2.681 3.023
H -7.420 -1.592 1.305


[3]
66
Properties=species:S:1:pos:R:3 method="wB97M-V/def2-TZVPD" charge=+1 orbital_gap_ev="7.28 / 6.79" multiplicity=3 e_homo_ev="-10.92 / -10.89" e_lumo_ha="-0.1340 / -0.1509" s2=2.02 relative_energy_kcal_mol=0.0
W -0.063 0.316 0.700
C 0.325 3.904 1.152
C -1.157 3.611 0.969
S -1.566 2.250 -0.158
C -0.842 2.873 -1.718
C 0.085 1.908 -2.440
S 1.376 1.153 -1.415
C 2.389 2.615 -1.040
C 2.760 2.667 0.430
S 1.357 2.451 1.542
H 0.442 4.612 1.974
H 0.749 4.373 0.265
H -1.662 4.503 0.596
H -1.626 3.318 1.910
H -0.332 3.808 -1.484
H -1.677 3.121 -2.373
H 0.577 2.419 -3.269
H -0.459 1.062 -2.855
H 1.862 3.514 -1.350
H 3.291 2.544 -1.649
H 3.258 3.607 0.674
H 3.452 1.863 0.691
N 1.256 -0.844 3.818
C 1.893 -1.234 2.675
N 2.990 -1.966 2.641
N 3.295 -2.044 1.333
N 2.449 -1.415 0.614
N 1.492 -0.886 1.440
C 0.274 0.115 3.845
N -0.211 0.635 4.954
N -1.115 1.535 4.531
N -1.185 1.557 3.258
N -0.309 0.639 2.760
H 1.651 -1.130 4.701
C 2.321 -5.087 -0.085
C 2.071 -4.083 -1.150
C 2.809 -3.920 -2.298
C 2.477 -2.872 -3.161
N 1.495 -2.006 -2.891
C 0.806 -2.170 -1.784
S -0.531 -1.123 -1.398
N 1.050 -3.221 -0.967
C 3.245 -2.637 -4.415
H 3.063 -5.811 -0.409
H 1.403 -5.613 0.178
H 2.696 -4.567 0.800
H 3.626 -4.588 -2.517
H 0.501 -3.282 -0.119
H 3.704 -3.553 -4.780
H 4.043 -1.921 -4.208
H 2.600 -2.208 -5.178
C -1.784 -1.000 1.236
C -3.095 -0.423 0.793
C -3.805 0.436 1.639
C -4.963 1.062 1.215
C -5.446 0.824 -0.071
C -4.788 -0.075 -0.901
C -3.630 -0.695 -0.468
C -6.634 1.489 -0.528
N -7.576 2.026 -0.904
H -1.619 -1.984 0.805
H -1.779 -1.102 2.321
H -3.441 0.625 2.637
H -5.496 1.730 1.878
H -5.196 -0.299 -1.877
H -3.143 -1.406 -1.117


[4]
55
Properties=species:S:1:pos:R:3 method="wB97M-V/def2-TZVPD" charge=0 orbital_gap_ev=8.28 multiplicity=1 e_homo_ev=-7.63 e_lumo_ha=0.0240 smiles="Cc1ccc2c(c1)C[C@]1(CN2C)C(=O)NC(=O)N(CCC2=CCCCC2)C1=O" relative_energy_kcal_mol=26.6
C -1.978 -2.992 1.997
C -0.687 -2.711 1.288
C -0.214 -3.538 0.279
C 0.974 -3.275 -0.377
C 1.740 -2.158 -0.041
C 1.272 -1.330 0.991
C 0.078 -1.602 1.629
C 2.083 -0.111 1.301
C 2.474 0.526 -0.062
C 3.352 -0.474 -0.813
N 2.955 -1.858 -0.621
C 3.514 -2.743 -1.613
C 3.212 1.807 0.249
O 4.407 1.919 0.324
N 2.366 2.851 0.542
C 0.990 2.906 0.368
O 0.348 3.841 0.769
N 0.449 1.860 -0.347
C -0.966 1.923 -0.701
C -1.800 1.147 0.324
C -3.198 0.929 -0.169
C -4.273 1.529 0.326
C -5.607 1.183 -0.253
C -5.771 -0.345 -0.324
C -4.518 -1.049 -0.871
C -3.416 -0.059 -1.277
C 1.179 0.780 -0.809
O 0.771 0.070 -1.691
H -1.784 -3.400 2.990
H -2.573 -3.714 1.443
H -2.557 -2.078 2.119
H -0.793 -4.403 -0.013
H 1.286 -3.934 -1.171
H -0.259 -0.944 2.419
H 3.008 -0.376 1.821
H 1.521 0.592 1.920
H 4.388 -0.349 -0.470
H 3.315 -0.231 -1.885
H 4.556 -2.464 -1.773
H 3.488 -3.766 -1.244
H 2.986 -2.689 -2.573
H 2.788 3.702 0.898
H -1.267 2.971 -0.728
H -1.072 1.476 -1.691
H -1.809 1.695 1.268
H -1.326 0.174 0.483
H -4.217 2.240 1.135
H -5.675 1.591 -1.266
H -6.418 1.614 0.335
H -5.982 -0.712 0.682
H -6.639 -0.576 -0.943
H -4.775 -1.666 -1.734
H -4.109 -1.713 -0.108
H -2.499 -0.604 -1.505
H -3.733 0.470 -2.180


What did the second record say?
59
Properties=species:S:1:pos:R:3 method="wB97M-V/def2-TZVPD" charge=+1 orbital_gap_ev=7.07 multiplicity=1 e_homo_ev=-11.04 e_lumo_ha=-0.1459
C 4.655 4.510 -0.804
C 4.676 3.255 -1.336
C 3.638 2.846 -2.404
N 2.416 2.184 -1.863
C 1.123 2.579 -2.006
N 0.699 3.662 -2.636
P -0.997 4.160 -2.874
C -0.890 6.031 -2.797
C -2.048 3.715 -1.410
N 0.323 1.670 -1.389
C 1.116 0.758 -0.843
N 2.390 1.062 -1.131
C 3.449 0.197 -0.624
F 4.052 0.807 0.473
C 4.475 -0.274 -1.674
C 5.404 -1.354 -1.007
H 5.538 5.158 -0.898
H 3.744 4.833 -0.269
H 5.385 2.478 -1.009
H 4.086 2.114 -3.102
H 3.373 3.725 -3.002
H 1.412 4.254 -3.049
H -0.272 6.262 -1.898
H -1.879 6.473 -2.610
H -0.348 6.456 -3.655
H -1.501 3.578 -0.461
H -2.527 2.748 -1.656
H -2.885 4.432 -1.309
H 0.808 -0.102 -0.249
H 2.969 -0.725 -0.211
H 5.100 0.588 -1.964
H 3.976 -0.715 -2.551
H 6.422 -0.968 -0.853
H 5.426 -2.280 -1.600
H 4.977 -1.614 -0.020
C -0.837 -4.899 1.343
C 0.095 -4.523 0.471
C 0.873 -3.280 0.668
O 1.724 -2.935 -0.133
C 0.579 -2.471 1.874
C -0.352 -2.845 2.747
C -1.133 -4.091 2.549
O -1.981 -4.432 3.345
H -1.418 -5.804 1.215
H 0.325 -5.101 -0.415
H 1.160 -1.565 2.002
H -0.582 -2.266 3.633
C -5.001 -3.512 2.945
C -5.766 -4.094 3.865
C -7.221 -3.818 3.942
O -7.919 -4.346 4.780
C -7.790 -2.869 2.953
C -7.023 -2.287 2.034
C -5.569 -2.564 1.959
O -4.867 -2.035 1.119
H -3.939 -3.700 2.875
H -5.367 -4.790 4.593
H -8.853 -2.681 3.023
H -7.420 -1.592 1.305